Formula: C11H33N7O7
Source: the OMol25 dataset
Level of theory: ωB97M-V/def2-TZVPD

Atoms and positions in Å:
C -0.935046 2.780296 1.115495
O -0.419066 3.853706 1.113925
N -0.699266 1.918166 2.117905
N -1.729116 2.209276 0.267495
H -0.853386 0.920456 2.087485
H -0.146816 2.376676 2.828305
H -1.982356 2.834126 -0.484515
H -2.084176 1.273176 0.400695
C 3.848594 1.872376 2.207955
O 3.665674 1.138756 1.245865
N 5.059344 2.012116 2.792945
N 3.071374 2.759896 2.697375
H 5.818894 1.453146 2.431375
H 5.246464 2.701046 3.507415
H 2.199924 2.950746 2.223815
H 3.372924 3.200236 3.554855
C -2.269926 3.220536 -3.125865
O -2.188946 2.056606 -3.225795
N -3.366866 3.898696 -3.544325
N -1.519226 3.956776 -2.423845
H -3.587496 4.800796 -3.147295
H -3.598286 3.633356 -4.490975
H -1.949496 4.870486 -2.433955
H -0.566596 3.652466 -2.282485
C -3.003526 -0.854434 3.070715
O -1.777546 -0.535094 2.468615
C -1.636076 -1.159414 1.142065
C -1.422246 -2.721524 1.340545
N -0.437946 -3.245864 0.397295
C 1.007254 -2.963824 0.724475
C 1.668964 -3.004074 -0.575105
O 1.613304 -4.257014 -1.221305
C 2.209774 -5.399674 -0.528465
H -3.933496 -0.557964 2.585565
H -3.150716 -0.355174 4.028415
H -3.043826 -1.901774 3.369965
H -0.865696 -0.639904 0.572215
H -2.479466 -1.087844 0.455285
H -2.359826 -3.207174 1.069995
H -1.191796 -3.055954 2.352055
H -0.436506 -4.216354 0.117565
H 1.352794 -3.626204 1.518175
H 1.009754 -2.002884 1.238955
H 2.712004 -2.691734 -0.524065
H 1.301064 -2.384654 -1.393065
H 3.183134 -5.126444 -0.121025
H 2.300744 -6.317694 -1.109035
H 1.594604 -5.539344 0.360445
C 0.558134 0.275106 -1.934535
C -0.359356 -0.565224 -2.767305
O -0.617666 -0.042264 -4.107015
O 1.804364 0.403276 -2.685105
H 0.782514 -0.126164 -0.946245
H 0.247134 1.289266 -1.683845
H -1.354736 -0.641974 -2.329775
H 0.130944 -1.534864 -2.853965
H -1.401676 0.504006 -4.014685
H 1.608464 0.946956 -3.451675

Forces on the atoms, in the same order (eV/Å):
1.2 -2.1 2.7
0.5 2.8 -0.9
1.4 0.0 2.3
-2.3 0.1 -3.9
0.0 0.8 0.5
0.1 -0.8 0.2
-0.5 -0.8 -0.5
-0.2 0.8 -0.2
3.3 -1.5 -2.2
-0.6 -0.4 0.2
2.2 -1.2 0.5
-4.2 2.7 1.5
-0.2 0.2 0.3
0.1 -0.3 -0.4
0.0 0.2 0.4
-0.8 0.3 -0.4
-3.7 0.5 -0.4
1.0 -5.4 -1.4
-1.7 0.1 -1.4
3.1 3.1 2.6
-0.1 -0.1 -0.8
-0.8 0.5 0.3
2.1 0.6 0.7
-0.1 0.8 0.5
-1.1 -0.3 1.6
-0.2 -0.9 -2.6
0.1 -0.5 1.7
-1.0 0.2 -2.3
2.2 -0.1 3.7
-2.7 1.6 0.5
2.7 -0.7 -2.6
0.0 -1.9 0.0
-0.2 1.7 0.9
0.3 -0.1 -1.0
0.9 0.4 0.0
-0.1 -0.3 -0.4
0.6 -0.2 0.5
-0.7 0.3 0.6
-0.1 0.0 0.2
0.6 0.4 0.2
-1.0 -0.4 -1.1
0.0 -0.8 -0.3
0.3 0.4 -0.4
0.3 0.1 0.6
-0.6 0.6 0.8
0.3 0.0 -0.3
-0.4 0.5 -0.4
-0.1 -0.8 0.1
1.6 1.4 -1.1
-1.1 0.6 -1.0
1.1 -0.9 1.2
-0.5 -0.4 1.2
0.3 -0.6 -0.1
-0.7 0.0 -0.3
0.0 -0.4 0.6
-0.3 -0.2 -0.4
-0.1 0.5 0.0
-0.2 -0.1 -0.2

## Properties
HOMO-LUMO gap (spin up / spin down) (eV): 8.867 / 3.864
Largest force on an atom (eV/A): 5.636
Lowest unoccupied orbital energy (spin up / spin down) (eV): -2.88 / -7.88
DFT total energy (eV): -36694.83712
Spin multiplicity: 2
Charge: +1
HOMO level (spin up / spin down) (eV): -11.7 / -11.7